19
Properties=species:S:1:pos:R:3:lowdin_charge:R:1 method="wB97M-V/def2-TZVPD" charge=-1 smiles=CCNCCC[O-] max_force_ev_per_a=1.7 relative_energy_ev=0.6567 molar_mass_g_mol=102.16 orbital_gap_ev=6.82
C 1.0084 1.2542 0.4363 -0.32
N 0.8656 -0.1329 0.9158 -0.10
C -0.4913 -0.4682 1.3937 -0.26
C -1.4983 -0.4802 0.2431 -0.22
C -1.0849 -1.4910 -0.8711 -0.52
O 0.0191 -1.1782 -1.5704 -0.35
C 1.5633 1.3086 -0.9773 -0.11
H 1.7284 1.7224 1.1357 0.08
H 0.0692 1.7639 0.6230 0.08
H 0.9854 -0.7347 0.1053 0.05
H -0.7641 0.3549 2.0695 0.09
H -0.3522 -1.4542 1.8057 0.09
H -1.5584 0.5500 -0.1249 0.09
H -2.4850 -0.7559 0.5416 0.07
H -1.9973 -1.6136 -1.5041 0.07
H -0.9939 -2.4461 -0.2812 0.08
H 2.2842 0.4909 -1.0771 0.07
H 1.9472 2.2882 -1.2119 0.05
H 0.7544 1.0218 -1.6516 0.05


14
Properties=species:S:1:pos:R:3:lowdin_charge:R:1 method="wB97M-V/def2-TZVPD" smiles="N#C[C@H]1[C@@H]2C=C[C@H]1N2" max_force_ev_per_a=6.0 relative_energy_ev=4.9931 molar_mass_g_mol=106.13 orbital_gap_ev=10.12
C 2.0028 0.1222 -0.2068 -0.20
C 0.5654 0.2676 -0.6002 -0.08
C -0.6122 1.0555 0.3379 -0.18
C -0.4160 -1.0019 0.1085 -0.22
C -1.9095 -0.7581 -0.4422 -0.02
C -1.8358 0.5721 -0.3913 -0.13
H 0.4184 0.4352 -1.5748 0.07
H -0.2569 2.0428 0.6348 0.13
H 0.5059 -0.3129 1.6240 0.17
H 0.0305 -1.9625 0.4612 0.14
H -2.5748 -1.0911 -1.3389 0.14
H -2.7128 1.2450 -0.4629 0.12
N 3.1373 -0.1295 -0.1315 0.14
N -0.5915 -0.1421 1.2489 -0.06


22
Properties=species:S:1:pos:R:3:lowdin_charge:R:1 method="wB97M-V/def2-TZVPD" smiles="C=C(S(C)(=O)=O)S(C)(=O)=O.N" max_force_ev_per_a=6.2 relative_energy_ev=1.2802 molar_mass_g_mol=201.27 orbital_gap_ev=10.23
C -1.3610 0.7185 1.4413 0.05
C -1.0784 -1.1116 -1.6487 -0.15
C 2.0316 -1.2183 1.3485 -0.17
C -0.5206 -0.0741 0.8925 -0.36
N -0.1869 3.0511 -1.5148 -0.01
O -2.5253 -1.7928 0.4705 -0.33
O -0.2914 -2.8151 0.1561 -0.35
O 1.6630 1.3026 1.0715 -0.30
O 1.5147 -0.1404 -0.9042 -0.32
S -1.1692 -1.6364 0.0110 0.66
S 1.2786 0.0760 0.4991 0.55
H -2.4234 0.4552 1.4755 0.10
H -0.8297 1.5621 1.8967 0.10
H 0.4190 3.3367 -2.2190 -0.04
H -0.0181 -0.8573 -1.6848 0.03
H -1.2669 -1.9386 -2.3833 0.11
H -1.7856 -0.3462 -1.8030 0.06
H 3.1193 -1.1088 1.2280 0.08
H 1.7748 -1.0066 2.5042 0.13
H 1.5053 -2.2381 1.0049 0.10
H 0.1510 2.0883 -1.2366 -0.01
H -0.0007 3.6939 -0.6056 0.08